Entry 1:
The following is a DFT calculation (ωB97M-V with the def2-TZVPD basis set) of a molecular structure, C11H21KN5OP.

**Calculated total energy**: -46845.282 eV

Structure (ORCA input):
```
! wB97M-V def2-TZVPD RIJCOSX def2/J DEFGRID3
* xyz 2 1
K -2.917 0.758 -2.228
C -2.186 -1.347 3.987
N -1.367 -1.660 2.714
C -0.121 -0.747 2.717
N -0.499 0.617 2.808
C -1.293 0.848 4.018
N -2.508 0.033 4.044
C -3.482 0.435 3.025
P -2.822 0.280 1.300
C -2.187 -1.463 1.464
C -1.177 1.101 1.598
H -1.547 -1.640 4.819
H -3.072 -1.979 3.949
H -1.056 -2.631 2.761
H 0.423 -0.965 1.800
H 0.458 -1.057 3.586
H -1.565 1.900 4.074
H -0.686 0.598 4.888
H -3.769 1.473 3.196
H -4.390 -0.160 3.122
H -1.552 -1.726 0.618
H -3.018 -2.168 1.504
H -1.333 2.176 1.694
H -0.529 0.947 0.732
N -0.385 0.396 -2.190
C 0.601 0.414 -2.808
N 1.720 0.426 -3.480
C 2.071 -0.701 -4.379
C 3.580 -0.820 -4.411
O 4.165 0.411 -4.786
C 3.908 1.414 -3.824
C 2.424 1.704 -3.746
H 1.684 -0.489 -5.377
H 1.610 -1.609 -3.996
H 3.875 -1.560 -5.152
H 3.954 -1.134 -3.430
H 4.442 2.309 -4.135
H 4.282 1.102 -2.842
H 2.065 2.113 -4.693
H 2.198 2.401 -2.942
*
```

Here are the Löwdin charges for atoms 1 to 6, given in e:
1 K 0.81
2 C -0.10
3 N -0.07
4 C -0.10
5 N -0.14
6 C -0.14

Entry 2:
The following is a DFT calculation (ωB97M-V with the def2-TZVPD basis set) of 12 unconnected molecules or ions with the total composition H24O12 in a non-equilibrium geometry.

**Energy above the lowest of the compared OMol25 structures with the same formula, charge and spin**: 6.423 eV
**Structure (SMILES)**: O.O.O.O.O.O.O.O.O.O.O.O

Structure (ORCA input):
```
! wB97M-V def2-TZVPD RIJCOSX def2/J DEFGRID3
* xyz 0 1
H 0.048 -0.791 0.161
H -0.524 0.625 0.755
H -1.037 -2.003 0.001
H -1.805 -2.628 1.230
H -5.303 1.498 -1.949
H -4.371 2.078 -1.072
H 1.715 3.799 -0.419
H 0.964 2.664 -1.134
H 3.820 1.340 -3.258
H 2.251 1.168 -2.888
H 0.409 0.355 2.654
H 1.285 0.353 1.526
H -4.328 -1.665 1.484
H -5.219 -1.311 2.614
H 1.631 -2.600 0.161
H 2.400 -2.805 -1.115
H 3.956 -3.101 1.399
H 3.712 -1.627 1.298
H -3.094 0.994 -1.890
H -2.983 -0.449 -1.903
H 2.129 3.168 2.330
H 1.529 4.195 3.432
H 1.832 -1.282 -2.280
H 0.559 -0.557 -2.165
O -0.680 -0.399 0.686
O -0.925 -2.644 0.721
O -4.842 1.256 -1.224
O 0.933 3.562 -0.967
O 3.138 0.819 -2.707
O 1.314 0.402 2.516
O -5.322 -1.741 1.729
O 2.495 -2.412 -0.297
O 4.246 -2.344 0.893
O -2.646 0.321 -1.430
O 1.788 3.231 3.241
O 0.925 -1.466 -2.132
*
```

Here are the Löwdin charges for atoms 1 to 6, given in e:
1 H 0.03
2 H 0.12
3 H 0.00
4 H 0.09
5 H -0.01
6 H 0.06

Entry 3:
The following is a DFT calculation (ωB97M-V with the def2-TZVPD basis set) of 2 unconnected molecules or ions with the total composition C6H12O2 in a non-equilibrium geometry.

**Energy above the lowest of the compared OMol25 structures with the same formula, charge and spin**: 2.605 eV
**Structure (SMILES)**: C/C=C/CCC=O.O

Structure (ORCA input):
```
! wB97M-V def2-TZVPD RIJCOSX def2/J DEFGRID3
* xyz 0 1
O -1.724 -1.256 0.637
C -1.982 -0.362 -0.128
C -1.603 1.064 0.154
C -0.669 1.580 -1.005
C 0.576 0.772 -0.998
C 1.377 0.378 0.004
C 2.640 -0.351 -0.338
H -2.792 -0.315 -0.902
H -2.546 1.590 0.016
H -1.236 1.282 1.155
H -1.287 1.678 -1.912
H -0.397 2.621 -0.837
H 0.903 0.461 -1.998
H 0.962 0.331 1.011
H 3.394 0.378 -0.674
H 2.640 -1.206 -1.027
H 3.097 -0.779 0.552
H 0.028 -2.919 1.518
H -1.087 -2.213 2.383
O -0.295 -2.735 2.390
*
```

Here are the Löwdin charges for atoms 1 to 6, given in e:
1 O 0.05
2 C -0.25
3 C -0.16
4 C -0.19
5 C -0.15
6 C -0.15